(1)
This record from OMol25 describes 2 unconnected molecules or ions with the total composition C2H8NO2. The level of theory is ωB97M-V/def2-TZVPD.

Structure (XYZ):
```
13
Properties=species:S:1:pos:R:3:forces:R:3
H 2.584 2.161 0.946 -0.09 0.20 -0.02
C 1.689 1.595 0.665 0.06 0.13 -0.16
H 0.364 2.932 1.396 0.80 0.08 0.14
H -1.562 -1.773 0.648 -0.25 -0.17 0.08
O 0.517 2.011 1.152 -0.85 -0.42 -0.19
H 0.038 -1.444 0.571 0.24 -0.17 -0.05
O 1.732 0.605 -0.014 -0.02 -0.16 0.33
N -0.775 -1.709 0.012 -0.28 0.64 -0.11
C -0.994 -0.659 -1.030 0.57 0.60 -0.94
H -0.644 -2.607 -0.439 0.27 -0.32 0.15
H -0.042 -0.208 -1.233 0.62 0.08 0.08
H -1.306 -1.066 -1.988 -0.53 -0.30 0.38
H -1.601 0.162 -0.686 -0.53 -0.20 0.29
```
Forces are in eV/Å.

As for the HOMO energy: -14.762 eV. For the relative energy (zero: lowest compared OMol25 entry of this formula, charge and spin), the calculation gives 20.1 kcal/mol. The energy is -7782.0882 eV. The frontier orbital gap is 11.2 eV. For the LUMO energy, the calculation gives -3.59 eV. Its total charge is +1.

natural (NBO) atomic charge list, values in e, 6 entries: H 0.138; C 0.664; H 0.521; H 0.443; O -0.708; H 0.459

(2)
This record from OMol25 describes a molecular structure, C2H8NO6P2PdSbSe4. The level of theory is ωB97M-V/def2-TZVPD.

Structure (XYZ):
```
25
Properties=species:S:1:pos:R:3:forces:R:3
O -2.808 0.983 -0.914 0.01 -0.04 -0.09
O 1.584 -0.445 -0.170 -0.13 0.13 0.45
H 0.013 1.882 -1.962 0.00 0.01 0.01
Pd 0.335 -2.282 0.158 -0.10 0.07 0.28
O 2.314 1.933 0.117 0.08 -0.12 -0.07
P -1.644 0.114 -0.132 0.08 -0.21 -0.13
P 1.271 0.782 0.623 -0.08 -0.21 -0.31
H -3.418 0.359 -1.327 0.09 0.04 -0.03
H -0.199 1.783 2.077 0.05 -0.02 -0.03
H -0.797 3.193 1.300 -0.05 0.00 -0.03
Se -0.937 -4.407 0.306 0.32 0.51 -0.19
C -0.322 2.443 -1.088 0.04 -0.04 -0.01
C -0.395 1.484 0.086 -0.03 -0.07 0.13
Se 2.476 -7.121 -0.160 -0.34 0.19 0.08
H 0.402 3.239 -0.905 0.00 0.01 0.00
N -0.874 2.183 1.353 0.04 0.01 0.06
O -1.133 -0.928 -1.073 -0.10 -0.05 0.41
H -1.303 2.859 -1.319 -0.01 0.01 0.00
Sb 1.441 -4.902 -0.401 0.59 -0.67 -0.01
O -2.121 -0.152 1.253 -0.14 0.14 0.05
Se 1.863 -3.843 -2.541 0.03 -0.04 -0.04
H 2.890 1.520 -0.541 -0.07 0.03 0.00
Se 2.004 -3.400 1.569 -0.31 0.25 -0.61
O 1.175 0.874 2.112 0.01 0.15 0.07
H -1.818 1.849 1.579 0.03 -0.08 0.02
```
Forces are in eV/Å.

As for the HOMO energy: -0.906 eV. The energy is -305968.7801 eV. The frontier orbital gap is 5.1 eV. For the LUMO energy, the calculation gives 4.17 eV. Its total charge is -2.

natural (NBO) atomic charge list, values in e, 6 entries: O -1.036; O -1.109; H 0.254; Pd 0.573; O -1.024; P 2.354

(3)
This record from OMol25 describes a single C2H8NOP molecule. The level of theory is ωB97M-V/def2-TZVPD.

Structure (XYZ):
```
13
Properties=species:S:1:pos:R:3:forces:R:3
P -1.245 -0.320 -0.233 -0.77 1.34 3.41
H -1.178 -1.060 -1.348 0.40 -0.40 -1.73
N -0.005 -1.002 0.724 1.59 0.30 -1.31
O -2.578 -0.436 0.440 1.17 0.21 -0.71
H 2.092 -1.656 0.788 0.06 -0.52 0.03
H -0.244 1.982 0.468 -1.24 -1.34 -1.52
H -0.163 -0.474 1.578 0.48 -0.35 0.44
C -0.645 1.431 -0.489 -0.50 -0.50 2.88
H 1.890 0.088 0.664 0.01 -0.64 -0.74
H 0.200 1.260 -1.034 2.64 -0.21 -1.77
H 1.596 -0.981 -0.768 0.18 -0.10 -1.59
C 1.541 -0.895 0.270 -2.96 1.48 3.11
H -1.262 2.064 -1.060 -1.05 0.72 -0.49
```
Forces are in eV/Å.

As for the HOMO energy: -9.928 eV. For the relative energy (zero: lowest compared OMol25 entry of this formula, charge and spin), the calculation gives 25.5 kcal/mol. The energy is -15030.0163 eV. The frontier orbital gap is 10.7 eV. For the LUMO energy, the calculation gives 0.79 eV. Its total charge is 0.

natural (NBO) atomic charge list, values in e, 6 entries: P 1.858; H -0.116; N -0.959; O -1.076; H 0.212; H 0.248

(4)
This record from OMol25 describes a molecular structure, C2H8NOPS2. The level of theory is ωB97M-V/def2-TZVPD.

Structure (XYZ):
```
15
Properties=species:S:1:pos:R:3:forces:R:3
H 1.241 0.328 -1.384 -0.74 1.37 0.63
H 1.963 -1.712 -0.211 0.85 -0.34 0.02
S -0.094 -2.142 -2.128 3.40 1.76 1.72
H 1.108 1.925 -0.478 1.22 0.85 -0.08
C 0.583 1.072 -0.822 1.26 -1.48 -0.88
P 0.146 -1.245 0.567 -0.11 1.01 -0.19
O 1.744 -1.577 0.725 -1.69 0.07 -1.09
H -2.032 1.000 1.008 1.97 0.04 -0.62
N 0.121 0.455 0.406 -1.40 -1.81 -0.60
H -0.751 2.251 0.652 -0.21 0.91 -0.28
S -1.009 -1.910 1.957 0.56 0.14 -0.91
C -0.903 1.274 1.042 -1.48 -0.88 1.85
H -1.267 -2.519 -1.952 -3.05 -0.98 0.65
H -0.690 1.318 2.123 -0.07 0.00 -0.32
H -0.162 1.483 -1.506 -0.53 -0.65 0.09
```
Forces are in eV/Å.

As for the HOMO energy: -9.220 eV. For the relative energy (zero: lowest compared OMol25 entry of this formula, charge and spin), the calculation gives 49.6 kcal/mol. The energy is -36700.1713 eV. The frontier orbital gap is 7.7 eV. For the LUMO energy, the calculation gives -1.47 eV. Its total charge is 0.

natural (NBO) atomic charge list, values in e, 6 entries: H 0.212; H 0.506; S -0.462; H 0.199; C -0.402; P 1.564

(5)
This record from OMol25 describes 2 unconnected molecules or ions with the total composition C2H8NOS. The level of theory is ωB97M-V/def2-TZVPD.

Structure (XYZ):
```
13
Properties=species:S:1:pos:R:3:forces:R:3
H -0.963 -2.504 -2.060 0.12 0.17 0.04
H 1.141 -0.379 0.786 -0.08 -0.19 0.20
O -0.445 -0.433 -0.710 0.15 -0.18 0.07
H -1.838 -1.329 -2.698 -0.15 0.04 0.05
H -0.628 0.794 0.750 0.12 0.28 -0.10
H -0.190 0.233 -2.624 0.12 0.04 -0.19
C -0.073 -0.666 -1.981 -0.56 0.22 0.32
N -0.896 -1.702 -2.686 0.13 -0.17 -0.22
H 1.076 -0.570 2.600 0.18 -0.27 -0.15
C 1.289 0.091 1.763 -0.24 0.34 0.05
H 0.978 -1.000 -2.112 0.10 -0.09 0.10
S 0.012 1.418 1.796 0.22 -0.41 -0.27
H 2.311 0.465 1.840 -0.11 0.23 0.09
```
Forces are in eV/Å.

As for the HOMO energy: -3.087 eV. For the relative energy (zero: lowest compared OMol25 entry of this formula, charge and spin), the calculation gives 29.9 kcal/mol. The energy is -16576.5301 eV. The frontier orbital gap is 6.8 eV. For the LUMO energy, the calculation gives 3.69 eV. Its total charge is -1.

natural (NBO) atomic charge list, values in e, 6 entries: H 0.330; H 0.285; O -0.977; H 0.328; H 0.242; H 0.072

(6)
This record from OMol25 describes 2 unconnected molecules or ions with the total composition C2H8NOS. The level of theory is ωB97M-V/def2-TZVPD.

Structure (XYZ):
```
13
Properties=species:S:1:pos:R:3:forces:R:3
H 1.012 -2.256 -1.737 -0.01 -0.39 0.12
N -1.049 -1.708 -1.439 -1.34 -0.06 0.79
S 0.169 0.291 2.399 -0.65 1.74 -0.69
H -1.488 -0.799 -1.503 -0.14 0.08 -0.38
H 0.375 2.290 0.678 -0.57 -0.62 2.41
O 1.001 -0.701 -0.368 -0.61 -0.83 -2.15
H 0.155 -0.844 -2.563 2.07 -0.26 2.02
H 0.481 -0.316 0.453 0.07 -0.77 -0.98
H 1.049 2.500 2.284 1.56 1.22 1.10
C 0.173 2.153 1.861 -1.61 -0.94 -3.10
H -0.719 2.847 2.056 1.08 -1.30 0.18
H -1.536 -2.046 -0.595 1.43 -0.40 0.01
C 0.376 -1.411 -1.525 -1.29 2.53 0.66
```
Forces are in eV/Å.

As for the HOMO energy: -2.828 eV. For the relative energy (zero: lowest compared OMol25 entry of this formula, charge and spin), the calculation gives 48.2 kcal/mol. The energy is -16575.7384 eV. The frontier orbital gap is 7.0 eV. For the LUMO energy, the calculation gives 4.14 eV. Its total charge is -1.

natural (NBO) atomic charge list, values in e, 6 entries: H 0.151; N -0.874; S -0.677; H 0.345; H 0.166; O -0.842